# 1
This record from OMol25 describes 11 unconnected molecules or ions with the total composition C4H28NO12. The level of theory is ωB97M-V/def2-TZVPD.

**Energy above the lowest of the compared OMol25 structures with the same formula, charge and spin**: 3.570 eV
**Total charge**: -1
**HOMO energy**: -0.186 hartree
**LUMO**: 2.72 eV

Geometry as XYZ:
```
45
C4H28NO12 | OMol25 | ωB97M-V/def2-TZVPD
C -0.35785 0.65833 -0.37565
C 0.17243 1.93702 -0.97829
C 0.26199 1.76863 -2.51519
O -0.36256 2.48052 -3.26111
N -0.56883 0.92865 1.03657
C -1.65222 0.47598 1.64753
O -1.55135 -1.15057 2.02135
H 0.33894 -0.15265 -0.58531
H -1.33995 0.35434 -0.81858
H 1.21021 2.05075 -0.64425
H -0.35935 2.82944 -0.66744
H 0.91126 0.97478 -2.90147
H 1.96566 -0.42810 3.42020
H -1.67203 0.85952 2.69100
H -2.67546 0.39691 1.20252
H 4.18272 0.48620 1.47619
H 3.79940 -0.81412 2.01602
O 4.46639 -0.47107 1.35696
H 0.57203 -1.40059 -1.63548
H 0.62438 -2.70652 -2.44342
O 0.09710 -2.22133 -1.80330
H -2.40938 2.27443 0.12128
H -1.37411 -1.02716 -2.97524
O -1.96031 -0.53504 -3.56885
H 1.18708 -1.73010 0.86481
H -0.17995 -1.72051 1.75937
O 0.74090 -2.18734 1.59747
H 3.15949 2.43629 0.84366
H 2.18370 1.52933 1.60562
O 3.12537 1.80676 1.57150
H -1.70720 -1.32399 2.95180
H 2.00104 -1.72528 2.66974
O 2.56831 -1.17566 3.28535
H 3.38132 -2.18132 -0.49523
H 3.78598 -0.73329 -0.07526
O 3.32371 -1.26817 -0.81230
H -1.77786 -2.75037 -0.54062
H -2.11702 -1.91314 0.82067
O -2.45384 -2.54756 0.11745
H -3.90447 1.37032 -0.98247
H -2.33232 3.46939 -0.85393
O -2.95258 2.91492 -0.37265
H -3.83429 -0.20759 -1.13216
H -2.72992 -0.26790 -3.03905
O -3.78656 0.63688 -1.59980
```

# 2
This record from OMol25 describes 10 unconnected molecules or ions with the total composition C4H28O11. The level of theory is ωB97M-V/def2-TZVPD.

**Energy above the lowest of the compared OMol25 structures with the same formula, charge and spin**: 0.734 eV
**Total charge**: +1
**HOMO energy (alpha / beta)**: -0.499 / -0.499 hartree
**LUMO (alpha / beta)**: -2.67 / -8.96 eV
**2S+1**: 2

Geometry as XYZ:
```
43
C4H28O11 | OMol25 | ωB97M-V/def2-TZVPD
C 0.70433 1.23388 -2.75164
O 1.20208 0.11536 -3.35599
C 1.35196 1.38109 -1.30577
C 0.62472 2.47128 -0.56581
C 1.36289 2.92894 0.63034
O -0.62888 1.93999 -0.07653
H -0.36839 1.31516 -2.58713
H 1.09544 1.99368 -3.46632
H 0.50564 -0.61711 -3.27365
H 2.42177 1.40741 -1.39592
H 1.11418 0.38647 -0.86630
H 0.34438 3.28334 -1.37407
H 0.92516 3.80024 1.08050
H 2.43498 3.11992 0.49856
H 1.29407 2.01949 1.33470
H -0.76310 2.01021 0.92950
H -2.65472 -1.09885 1.20282
H -1.67675 -2.21058 1.25990
O -2.62659 -2.07391 1.19169
H -1.91559 -2.99941 -0.74471
H -1.29577 -4.41317 -0.67905
O -1.72862 -3.78450 -1.26739
H -1.41673 -1.32851 -2.10667
H -1.55030 -2.28616 -3.29708
O -0.97880 -1.61242 -2.91993
H -1.42287 0.27544 -0.16099
H -2.24379 0.33050 -1.37292
O -1.94336 -0.33098 -0.72389
H 0.83463 1.43886 4.04633
H 0.43179 0.01970 3.62990
O 0.08346 0.84947 3.97883
H 0.95921 -1.79376 1.92215
H 1.28698 -2.31751 3.31577
O 1.18776 -1.49626 2.82965
H 0.24005 -0.76264 -0.25329
H -0.11162 -2.02985 -0.81266
O 0.14037 -1.66609 0.04746
H -1.52793 1.40292 3.04399
H -2.34927 2.68685 2.69573
O -1.77370 2.00476 2.33436
H 3.42182 -1.90711 0.28811
H 2.39312 -2.14143 -0.81091
O 2.61605 -1.54471 -0.09168
```

# 3
This record from OMol25 describes a molecular structure, C4H2BCl18IInO2. The level of theory is ωB97M-V/def2-TZVPD.

**Total charge**: -1
**HOMO energy**: -0.208 hartree
**LUMO**: 1.41 eV

Geometry as XYZ:
```
29
C4H2BCl18IInO2 | OMol25 | ωB97M-V/def2-TZVPD
O 5.37418 3.53181 -0.47529
B 4.64714 4.62936 -1.05381
O 5.23437 5.90764 -1.24074
In 2.51175 4.21112 -1.71372
Cl 1.71913 6.33006 -2.79590
Cl 2.42995 2.41112 -3.41895
I 0.70387 3.70314 0.37582
H 6.01597 3.20919 -1.12442
H 4.54909 6.58480 -1.16804
C 1.09631 -0.60446 -0.43005
Cl 2.84976 -0.46683 -0.19859
Cl 0.76312 -1.17556 -2.07928
Cl 0.43566 -1.77207 0.74186
Cl 0.34562 0.99496 -0.18435
C -2.32412 -0.91663 3.51875
Cl -1.42453 -0.07955 2.24601
Cl -4.03870 -0.46435 3.43565
Cl -2.16796 -2.67212 3.29634
Cl -1.67023 -0.46269 5.10522
C -7.86697 -1.51197 2.94560
Cl -7.12372 -0.02989 3.57864
Cl -6.62233 -2.75140 2.71186
Cl -9.07855 -2.10251 4.09932
Cl -8.65063 -1.16212 1.39392
C 2.45899 -5.06655 -3.51195
Cl 2.66127 -3.62857 -2.49993
Cl 1.11094 -4.81238 -4.63652
Cl 3.94760 -5.36128 -4.43276
Cl 2.11304 -6.47221 -2.48471
```

# 4
This record from OMol25 describes 2 unconnected molecules or ions with the total composition C4H2Br2N2. The level of theory is ωB97M-V/def2-TZVPD.

**Energy above the lowest of the compared OMol25 structures with the same formula, charge and spin**: 1.584 eV
**Total charge**: 0
**HOMO energy (alpha / beta)**: -0.359 / -0.359 hartree
**LUMO (alpha / beta)**: -1.77 / -1.76 eV

Geometry as XYZ:
```
10
C4H2Br2N2 | OMol25 | ωB97M-V/def2-TZVPD
C -1.11072 -0.23717 1.23088
C -1.18206 0.97112 -0.88009
C 1.64268 0.08923 0.02362
C -0.71755 -0.11634 -0.10846
N -1.45911 -0.38503 2.31351
N -1.61877 1.89208 -1.41214
Br 2.33594 -1.44838 -0.50679
Br -1.10920 -1.91540 -1.02245
H 1.49008 0.13612 0.99030
H 1.72872 1.01377 -0.62837
```

| no. | energy (eV) |
| --- | --- |
| 1 | -30663.41231 |
| 2 | -27115.26668 |
| 3 | -247636.07000 |
| 4 | -147241.29281 |